1.
Below is C35H27N9O7S3SeW as an isolated structure, with properties calculated with ωB97M-V with the def2-TZVPD basis set.

Values from the calculation:
Charge: 0
2S+1: 3
HOMO-LUMO gap (alpha / beta): 0.25757 / 0.24568 Ha
HOMO (alpha / beta): -7.71 / -7.80 eV
LUMO level (alpha / beta): -0.697 / -1.116 eV

Each line ends with the Mulliken charge.
Cartesian coordinates (Å):
W 0.0790 0.5531 0.0795  1.31
C 3.2263 1.0386 1.0015  -1.35
C 4.0047 0.9106 -0.3620  -1.44
C 3.9662 -0.3586 -1.2252  0.57
C 4.6452 -1.5254 -0.8554  -0.12
C 4.6294 -2.6605 -1.7154  -0.59
C 3.9392 -2.5452 -2.9266  -0.73
C 3.3561 -1.3390 -3.2425  -0.41
N 3.3349 -0.3138 -2.3986  -0.01
N 1.8449 1.6394 1.0971  0.83
C 1.9316 2.9917 0.5494  -1.16
C 1.8936 2.9334 -0.9345  -0.08
C 2.5695 3.8562 -1.7074  -1.01
C 2.4915 3.7044 -3.0755  -0.57
C 1.7731 2.6668 -3.6282  -0.93
C 1.1472 1.7429 -2.8121  -0.26
N 1.2531 1.8767 -1.4847  0.99
C 1.6197 1.7358 2.5890  -1.33
C 0.1772 1.8412 2.9408  0.41
C -0.2417 2.7002 3.9886  -1.10
C -1.6130 2.7314 4.2192  -0.60
C -2.4868 1.9572 3.4749  -1.22
C -1.9559 1.2256 2.4353  -0.87
N -0.6311 1.1225 2.1541  0.38
H 3.8409 1.6615 1.6805  0.95
H 3.2780 -0.0017 1.4349  0.26
H 5.0396 0.9644 -0.0893  0.74
H 3.9149 1.7159 -1.0741  0.28
H 5.1763 -1.5475 0.1116  0.33
H 5.1712 -3.5627 -1.4505  0.46
H 3.9553 -3.2850 -3.6897  0.48
H 2.8808 -1.1607 -4.1919  0.39
H 2.8499 3.4733 0.8338  0.62
H 1.0956 3.5966 0.9313  0.61
H 3.0976 4.6587 -1.2612  0.61
H 3.0371 4.3915 -3.7324  0.38
H 1.8052 2.5149 -4.6965  0.49
H 0.5492 0.9453 -3.2421  0.45
H 2.1916 2.5996 2.9039  0.51
H 2.0173 0.8603 3.1045  0.65
H 0.4861 3.3299 4.5506  0.45
H -2.0756 3.4354 4.9037  0.41
H -3.5495 2.0434 3.5203  0.55
H -2.6490 0.6917 1.8307  1.37
O 0.2795 -1.2616 -3.4566  -0.62
C 0.1908 -1.2560 -2.2696  0.01
O -0.4664 -0.3399 -1.5798  -0.29
C 0.8965 -2.3153 -1.4426  0.92
C 1.0454 -3.5892 -1.9721  -0.41
C 1.7225 -4.5802 -1.2700  -0.87
C 2.2215 -4.3853 -0.0066  -0.53
C 2.1036 -3.1249 0.4971  -0.69
C 1.4667 -2.1141 -0.1731  0.61
O 1.4791 -0.8540 0.2559  0.18
N 2.5474 -2.8591 1.8567  1.17
O 3.4560 -3.5927 2.2286  -0.69
O 2.0512 -1.9731 2.5289  -0.53
N 1.8565 -5.8732 -1.8559  1.04
O 2.3369 -6.7700 -1.2148  -0.64
O 1.5500 -5.9992 -3.0378  -0.64
H 0.7303 -3.8125 -3.0194  0.48
H 2.6385 -5.1848 0.5984  0.68
Se -1.6010 -1.4721 0.8804  -0.21
C -1.1046 -1.6499 2.6357  0.68
N -0.9093 -1.8939 3.7506  -0.70
S -6.5847 3.3016 1.8485  -0.29
C -5.3168 2.7736 0.8866  0.16
S -3.9115 3.7282 0.4805  -0.07
C -3.1488 2.2913 -0.1465  0.39
N -3.9000 1.2415 -0.1515  -0.73
N -5.0966 1.5142 0.3909  0.70
C -6.0560 0.4708 0.3730  -0.22
C -5.7806 -0.7365 0.9567  0.31
C -6.6767 -1.7734 0.9386  -0.99
C -7.8754 -1.6035 0.2541  -0.26
C -8.1607 -0.4003 -0.3818  -0.79
C -7.2495 0.6221 -0.3455  -0.15
S -1.5341 2.4122 -0.7545  -0.61
H -4.8009 -0.8602 1.3805  0.28
H -6.4268 -2.6783 1.4027  0.48
H -8.5870 -2.4313 0.1915  0.35
H -9.0878 -0.3419 -0.8914  0.41
H -7.3636 1.5610 -0.9055  0.39



2.
Below is the molecule C4H7N3, with properties calculated with ωB97M-V with the def2-TZVPD basis set.

Values from the calculation:
Charge: 0
HOMO-LUMO gap: 0.35776 Ha
HOMO: -9.02 eV
LUMO level: 0.714 eV

Each line ends with the natural charge from an NBO analysis.
Cartesian coordinates (Å):
N 0.6070 -0.8195 -0.1771  -0.64
C -0.1821 0.2163 0.0981  0.46
C 2.2424 -0.4066 -0.0643  0.29
C -1.7722 -0.5944 -0.0804  -0.27
C -2.8216 0.2008 -0.0257  -0.39
N -0.1333 1.4477 0.1093  -0.71
N 2.6461 0.7801 -0.0365  -0.67
H 0.4333 -1.6887 0.3076  0.40
H 0.8051 1.8393 0.0142  0.39
H 3.6544 0.9198 -0.1092  0.38
H 2.8682 -1.3118 -0.0035  0.16
H -1.8214 -1.6761 -0.0781  0.19
H -2.6913 1.2743 0.0074  0.22
H -3.8346 -0.1813 0.0383  0.19



3.
Below is the molecule C18H24BrN5S, with properties calculated with ωB97M-V with the def2-TZVPD basis set.

Values from the calculation:
Charge: 0
HOMO-LUMO gap: 0.30574 Ha
HOMO: -7.66 eV
LUMO level: 0.657 eV

Each line ends with the natural charge from an NBO analysis.
Cartesian coordinates (Å):
Br -4.9003 -7.1284 1.0637  0.09
N 1.0578 0.0809 -1.4464  -0.50
N 1.2352 0.5305 0.8295  -0.52
S -5.2445 -3.9305 1.3698  0.43
C -4.2529 -5.3620 1.4066  -0.31
C -2.9116 -5.1132 1.6497  -0.28
C -2.6640 -3.6831 1.8016  -0.26
C -3.8180 -2.9098 1.6979  -0.18
C 1.7527 0.4845 -0.3857  0.57
C -0.1887 -0.3401 -1.2894  0.13
C -0.0303 0.1635 1.0189  0.28
C -0.7866 -0.3063 -0.0247  -0.17
N -2.6437 -0.7137 1.5340  -0.46
N 3.0838 0.8218 -0.5626  -0.43
N 4.3208 3.3395 -0.2060  -0.47
C -3.9281 -1.3918 1.7857  -0.24
C -2.2339 -0.6632 0.0968  -0.23
C 3.6707 5.7457 0.1111  -0.63
C -0.5791 0.3076 2.3939  -0.43
C 4.7687 4.7193 0.0481  -0.20
C -2.1169 0.4182 2.3472  -0.20
C 3.9817 1.0519 0.5821  -0.21
C 3.5748 1.4771 -1.8083  -0.21
C 3.9062 2.5439 0.9484  -0.23
C 3.6337 3.0095 -1.5173  -0.22
H -2.1226 -5.8495 1.6449  0.24
H -1.6654 -3.2309 1.9708  0.24
H -0.7940 -0.6924 -2.1138  0.19
H -4.6313 -0.9453 1.0698  0.19
H -4.2857 -1.1432 2.7980  0.22
H -2.4627 -1.6369 -0.3478  0.22
H -2.7933 0.1233 -0.4393  0.17
H 3.1224 5.9062 -0.8090  0.21
H 2.9684 5.3891 0.8720  0.20
H 4.0434 6.7414 0.4276  0.21
H -0.0944 1.1820 2.8525  0.23
H -0.2846 -0.5662 2.9598  0.23
H 5.3535 4.7341 0.9496  0.19
H 5.4031 5.0017 -0.7649  0.18
H -2.4208 1.3648 1.8926  0.17
H -2.5106 0.3778 3.3692  0.21
H 3.7643 0.4073 1.4255  0.22
H 5.0052 0.8129 0.2570  0.20
H 4.5933 1.1207 -2.0254  0.19
H 2.9360 1.2624 -2.6680  0.24
H 2.8500 2.7877 1.1563  0.18
H 4.5510 2.7293 1.8206  0.20
H 4.1316 3.5585 -2.3314  0.20
H 2.5855 3.3427 -1.4811  0.17



4.
Below is a 2-piece molecular cluster, CH2INS overall, with properties calculated with ωB97M-V with the def2-TZVPD basis set.

Values from the calculation:
Charge: 0
HOMO-LUMO gap: 0.37900 Ha
HOMO: -9.68 eV
LUMO level: 0.631 eV

Each line ends with the natural charge from an NBO analysis.
Cartesian coordinates (Å):
C -1.0492 -1.4626 0.6887  0.21
N -1.9390 -1.7400 1.4619  -0.66
S 0.0385 -1.4671 -0.3986  0.06
I 2.1887 2.9796 -1.9090  -0.08
H -2.7732 -1.2705 1.3843  0.40
H 3.5342 2.9605 -1.2273  0.08



5.
Below is C24H15BrN5O4Os as an isolated structure, with properties calculated with ωB97M-V with the def2-TZVPD basis set.

Values from the calculation:
Charge: +1
HOMO-LUMO gap (alpha / beta): 0.20511 / 0.19932 Ha
HOMO (alpha / beta): -11.15 / -11.08 eV
LUMO level (alpha / beta): -5.572 / -5.654 eV

Each line ends with the natural charge from an NBO analysis.
Cartesian coordinates (Å):
Os 0.2824 -0.0978 -0.5509  1.37
O 2.6893 3.1591 -0.7236  -0.50
C 2.1556 2.0758 -0.8159  0.65
N 0.8150 1.7849 -0.7161  -0.50
C -0.1606 2.7428 -0.4758  0.10
C 0.0075 4.1211 -0.3993  -0.22
C -1.0764 4.9349 -0.1099  -0.18
C -2.3503 4.3941 0.0538  -0.17
C -2.5482 3.0323 -0.0242  -0.25
C -1.4579 2.1791 -0.2437  0.25
N -1.5004 0.8107 -0.2727  -0.57
C -2.7007 0.1291 -0.2353  0.65
O -3.7083 0.4874 0.3313  -0.51
C -2.6394 -1.1308 -1.0415  0.09
C -3.7347 -1.9834 -1.0583  -0.18
C -3.6640 -3.1234 -1.8416  -0.13
C -2.5126 -3.3549 -2.5780  -0.21
C -1.4707 -2.4383 -2.5095  0.08
N -1.5394 -1.3515 -1.7617  -0.41
C 2.9369 0.8124 -1.1181  0.09
C 4.2971 0.8250 -1.3914  -0.18
C 4.9151 -0.3639 -1.7577  -0.14
C 4.1516 -1.5194 -1.8657  -0.21
C 2.8066 -1.4627 -1.5412  0.07
N 2.2209 -0.3287 -1.1515  -0.46
H 0.9880 4.5416 -0.5505  0.26
H -0.9254 5.9998 -0.0279  0.23
H -3.1864 5.0490 0.2445  0.23
H -3.5284 2.6026 0.1143  0.26
H -4.5933 -1.7355 -0.4512  0.26
H -4.4909 -3.8159 -1.8663  0.24
H -2.4191 -4.2323 -3.1950  0.24
H -0.5644 -2.5838 -3.0786  0.22
H 4.8337 1.7588 -1.3257  0.26
H 5.9730 -0.3890 -1.9682  0.24
H 4.5886 -2.4504 -2.1917  0.25
H 2.1798 -2.3446 -1.5779  0.24
Br 0.2520 2.2087 2.7077  0.11
C 0.3070 0.3578 3.0778  0.15
C 0.3151 -0.0650 4.4020  -0.25
C 0.3872 -1.4240 4.6558  -0.12
C 0.4346 -2.3044 3.5847  -0.20
C 0.4077 -1.7787 2.3018  0.09
N 0.3514 -0.4739 2.0492  -0.45
C 0.4417 -2.7201 1.0851  0.77
O 0.6800 -3.8925 1.2545  -0.58
O 0.1936 -2.1414 -0.0253  -0.74
H 0.2619 0.6616 5.1966  0.25
H 0.4088 -1.7876 5.6720  0.24
H 0.4895 -3.3747 3.7122  0.27



6.
Below is the molecule C6H11NO2, with properties calculated with ωB97M-V with the def2-TZVPD basis set.

Values from the calculation:
Charge: 0
HOMO-LUMO gap: 0.38211 Ha
HOMO: -9.66 eV
LUMO level: 0.733 eV

Each line ends with the natural charge from an NBO analysis.
Cartesian coordinates (Å):
C -2.4170 -0.6950 -0.0117  -0.62
C -0.8742 -0.9595 -0.2436  0.11
C 0.0133 -0.2186 0.7379  -0.05
C 0.5303 1.1688 0.5779  -0.03
C 0.4510 2.1551 -0.5842  -0.64
C 2.5262 -0.6939 -0.0200  0.54
H -2.5153 0.3433 -0.0144  0.20
H -3.0431 -1.2193 -0.7132  0.23
H -2.8256 -0.9346 0.9335  0.21
H -0.5811 -0.5235 -1.2390  0.15
H 0.4795 -2.3922 -0.2575  0.51
H -0.2941 -0.5707 1.7250  0.20
H 0.3399 1.5238 1.6330  0.21
H 1.1115 1.8627 -1.4640  0.24
H 0.7135 3.1185 -0.1395  0.23
H -0.6026 2.2448 -0.8782  0.22
H 3.3660 -0.0581 -0.3603  0.12
N 1.4818 -0.0017 0.5622  -0.47
O -0.4766 -2.2488 -0.0574  -0.73
O 2.6167 -1.9010 -0.1865  -0.62



What is the charge in the fifth record?
+1